No. 1
{
  "formula": "C4H11S2",
  "method": "the ωB97M-V functional and the def2-TZVPD basis",
  "gap_ev": 5.80,
  "charge": -1,
  "total_energy_ha": -955.390731,
  "lumo_ev": 3.29,
  "spin_multiplicity": 1,
  "de_lowest_kj_mol": 32.0,
  "largest_force_ev_per_a": 1.40,
  "e_homo_ev": -2.5106,
  "elements": ["C", "S", "C", "H", "H", "H", "H", "H", "H", "C", "C", "S", "H", "H", "H", "H", "H"],
  "coordinates": [[-2.05510, -0.14112, -1.38803], [-3.18858, 0.43508, -0.09450], [-1.97207, 0.58994, 1.31042], [-1.66304, -1.11904, -1.09957], [-1.21536, 0.47653, -1.70562], [-2.71249, -0.31001, -2.24705], [-2.22912, 1.53422, 1.78536], [-2.10580, -0.22552, 2.01584], [-0.99254, 0.68893, 0.83330], [3.01444, -0.51736, -0.00944], [1.58626, -0.10268, 0.26632], [1.17124, 1.56641, -0.37098], [3.75393, 0.20859, 0.32750], [3.13097, -0.59056, -1.09656], [3.22940, -1.50365, 0.42491], [1.34412, -0.22764, 1.33029], [0.90373, -0.76211, -0.28220]],
  "atomic_forces_ev_per_a": [[-0.5287, -0.8331, -0.4082], [0.9950, 0.1610, 0.3772], [-1.0347, 0.3787, -0.8625], [0.0334, 0.0489, -0.0013], [-0.1441, 0.4863, 0.5530], [0.1105, -0.0138, -0.0422], [0.2087, -0.0071, 0.1694], [0.2631, -0.1277, -0.0918], [0.0837, -0.0562, 0.3407], [0.0390, -0.3747, -0.4881], [-0.5932, 0.3891, -0.2663], [0.1695, 0.0278, 0.2385], [-0.1170, 0.0740, 0.2171], [0.1300, -0.0226, 0.0920], [0.1277, 0.0346, 0.0148], [0.0810, 0.1980, -0.0248], [0.1761, -0.3632, 0.1824]]
}

---

No. 2
{
  "formula": "C4H12",
  "method": "the ωB97M-V functional and the def2-TZVPD basis",
  "gap_ev": [2.76, 12.15],
  "charge": -1,
  "total_energy_ha": -159.506588,
  "s2": 0.750,
  "lumo_ev": [4.34, 4.53],
  "spin_multiplicity": 2,
  "de_lowest_kj_mol": 61.9,
  "largest_force_ev_per_a": 2.56,
  "e_homo_ev": [1.5887, -7.6214],
  "elements": ["C", "C", "H", "H", "H", "H", "H", "H", "C", "C", "H", "H", "H", "H", "H", "H"],
  "coordinates": [[1.33453, 0.71721, -1.07749], [0.53927, 1.17880, -2.30834], [2.16940, 1.40004, -0.88841], [0.70375, 0.80953, -0.19315], [1.75376, -0.28566, -1.16141], [0.35950, 0.33031, -2.97157], [0.94416, 2.05414, -2.79348], [-0.45756, 1.55424, -2.03960], [-1.32457, -1.35872, 1.14102], [-0.41906, -0.60390, 2.17011], [-1.14869, -0.87976, 0.17886], [-1.17204, -2.43363, 1.18180], [-2.36109, -1.12100, 1.36354], [0.45344, -0.15613, 1.72567], [-1.03337, 0.13878, 2.69437], [-0.34143, -1.34425, 2.97809]],
  "atomic_forces_ev_per_a": [[0.0751, 0.9362, 0.0586], [-0.8140, -0.2067, 0.4246], [0.0930, -0.1216, -0.0403], [0.0352, -0.3790, 0.0630], [-0.1819, -0.0457, 0.0292], [0.1626, 0.2755, -0.3202], [0.6283, -0.0770, -0.5366], [0.0150, -0.3162, 0.2387], [0.3424, 1.5698, 0.2798], [-2.2021, -1.1044, 0.6800], [0.0602, -0.6437, -0.3714], [0.0921, -0.0131, -0.4344], [-0.2830, -0.2959, 0.1291], [0.4787, -0.2572, 0.3118], [0.2704, 0.4289, -0.4849], [1.2279, 0.2502, -0.0272]]
}

---

No. 3
{
  "formula": "C4H12",
  "method": "the ωB97M-V functional and the def2-TZVPD basis",
  "gap_ev": [2.68, 12.12],
  "charge": -1,
  "total_energy_ha": -159.511982,
  "s2": 0.750,
  "lumo_ev": [4.21, 4.37],
  "spin_multiplicity": 2,
  "de_lowest_kj_mol": 47.7,
  "largest_force_ev_per_a": 2.03,
  "e_homo_ev": [1.5347, -7.7480],
  "elements": ["C", "C", "H", "H", "H", "H", "H", "H", "C", "C", "H", "H", "H", "H", "H", "H"],
  "coordinates": [[2.60080, -0.91302, -1.99545], [1.16788, -0.81779, -1.37128], [3.24245, -0.08427, -1.69350], [2.91244, -1.94348, -1.84027], [2.46677, -0.66488, -3.05945], [0.44206, -1.31610, -1.99387], [0.89902, 0.23423, -1.47900], [1.22118, -1.14558, -0.33173], [-1.54876, 1.55558, 1.81632], [-2.17541, 0.16202, 1.56272], [-0.50724, 1.54343, 2.14145], [-1.62474, 2.19572, 0.93716], [-2.15547, 1.88649, 2.65224], [-1.77433, -0.29625, 0.66441], [-2.08935, -0.52586, 2.39946], [-3.27167, 0.23882, 1.54408]],
  "atomic_forces_ev_per_a": [[-1.8077, 0.3384, -0.6491], [1.6427, 1.0544, -0.5521], [0.3075, -0.5420, 0.7326], [0.8408, 0.2224, -0.1802], [0.1701, -0.6056, -0.0659], [-0.2497, -0.7237, 0.1401], [-0.3223, 0.1441, 0.6467], [-0.5839, 0.1057, -0.0782], [-0.5739, -1.0801, 0.3977], [-0.0884, 0.2608, 0.0038], [0.0005, -0.2421, -0.1441], [-0.1588, 0.0816, 0.1372], [0.0859, 0.9831, 0.1523], [-0.1387, -0.1886, -0.0705], [0.7445, -0.0730, 0.2258], [0.1315, 0.2646, -0.6961]]
}

---

No. 4
{
  "formula": "C4H12",
  "method": "the ωB97M-V functional and the def2-TZVPD basis",
  "gap_ev": [2.89, 12.22],
  "charge": -1,
  "total_energy_ha": -159.517740,
  "s2": 0.750,
  "lumo_ev": [4.41, 4.46],
  "spin_multiplicity": 2,
  "de_lowest_kj_mol": 32.6,
  "largest_force_ev_per_a": 1.74,
  "e_homo_ev": [1.5228, -7.7595],
  "elements": ["C", "C", "H", "H", "H", "H", "H", "H", "C", "C", "H", "H", "H", "H", "H", "H"],
  "coordinates": [[2.41372, -0.22745, -1.36426], [2.36132, 0.94676, -0.38843], [3.42562, -0.28008, -1.79930], [2.19018, -1.17128, -0.87203], [1.81226, -0.04657, -2.22660], [2.36663, 1.93546, -0.87455], [3.23481, 1.00726, 0.25401], [1.36109, 0.94582, 0.04859], [-2.87880, -0.20209, 0.33953], [-1.90556, -0.55030, 1.47315], [-2.37065, -0.04831, -0.61189], [-3.63689, -0.98522, 0.25923], [-3.41562, 0.73503, 0.50453], [-2.20338, -0.07976, 2.40982], [-0.87003, -0.35810, 1.18622], [-1.88469, -1.62117, 1.66197]],
  "atomic_forces_ev_per_a": [[1.6385, 0.5674, 0.0871], [-0.5651, 0.6793, -0.9099], [-0.0256, -0.2393, 0.2250], [-0.1631, -0.0647, -0.1023], [-0.9826, -0.1090, -0.4304], [0.1499, -0.3086, -0.4469], [-0.3168, -0.4138, 0.6772], [0.3308, -0.0923, 0.8774], [-0.1910, 0.1104, 0.1835], [0.0339, -0.3272, -0.3208], [0.0643, -0.3627, -0.1025], [-0.0060, 0.0688, -0.2780], [0.0443, 0.0296, 0.2287], [0.3195, 0.1748, 0.0187], [-0.0865, 0.5608, 0.2713], [-0.2447, -0.2736, 0.0218]]
}

---

No. 5
{
  "formula": "C4H12",
  "method": "the ωB97M-V functional and the def2-TZVPD basis",
  "gap_ev": [2.82, 12.36],
  "charge": -1,
  "total_energy_ha": -159.525196,
  "s2": 0.750,
  "lumo_ev": [4.39, 4.49],
  "spin_multiplicity": 2,
  "de_lowest_kj_mol": 13.0,
  "largest_force_ev_per_a": 1.06,
  "e_homo_ev": [1.5651, -7.8716],
  "elements": ["C", "C", "H", "H", "H", "H", "H", "H", "C", "C", "H", "H", "H", "H", "H", "H"],
  "coordinates": [[-0.09898, 2.33232, 0.53495], [1.09688, 1.74822, 1.28923], [-0.61050, 1.56684, -0.06313], [-0.88804, 2.63817, 1.22659], [0.09970, 3.17191, -0.11943], [1.64521, 2.56247, 1.74073], [1.74129, 1.16116, 0.64641], [0.72804, 1.07060, 2.05514], [0.28961, -1.84046, -0.97849], [-1.16632, -2.24342, -0.85631], [0.85209, -1.98756, -0.05589], [0.78729, -2.41906, -1.75565], [0.31843, -0.77799, -1.20430], [-1.36108, -3.30340, -0.73697], [-1.76865, -1.93717, -1.71542], [-1.66497, -1.74264, -0.00745]],
  "atomic_forces_ev_per_a": [[-0.7998, -0.6932, 0.0663], [-0.6634, 0.2707, -0.3805], [0.2844, -0.0046, -0.0515], [0.1257, 0.2664, 0.1775], [0.3551, 0.1791, -0.1180], [0.4071, 0.0835, 0.3263], [0.2559, 0.0296, -0.2111], [0.0354, -0.0773, 0.2101], [-0.1815, -0.1934, 0.0587], [-0.9280, 0.3030, 0.4043], [-0.0755, -0.0505, 0.1355], [0.0995, 0.1296, -0.2068], [0.2811, 0.1506, -0.1742], [0.2577, -0.3666, 0.0984], [0.2209, 0.0654, -0.2303], [0.3254, -0.0924, -0.1046]]
}

---

No. 6
{
  "formula": "C4H12",
  "method": "the ωB97M-V functional and the def2-TZVPD basis",
  "gap_ev": [2.68, 12.32],
  "charge": -1,
  "total_energy_ha": -159.511096,
  "s2": 0.750,
  "lumo_ev": [4.26, 4.56],
  "spin_multiplicity": 2,
  "de_lowest_kj_mol": 50.0,
  "largest_force_ev_per_a": 2.25,
  "e_homo_ev": [1.5801, -7.7607],
  "elements": ["C", "C", "H", "H", "H", "H", "H", "H", "C", "C", "H", "H", "H", "H", "H", "H"],
  "coordinates": [[-0.23457, -1.62673, -0.59454], [0.03516, -3.02602, 0.03370], [0.56476, -1.44624, -1.32292], [-1.09360, -1.71658, -1.26048], [-0.43799, -0.90462, 0.18126], [-0.84155, -3.67507, 0.05350], [0.87103, -3.55401, -0.42844], [0.36898, -2.81942, 1.06453], [0.67741, 2.79614, 0.55557], [-0.45457, 1.88164, 0.06696], [1.63537, 2.28840, 0.56496], [0.72844, 3.66382, -0.12383], [0.38207, 3.29546, 1.47929], [-1.47149, 2.24809, 0.21516], [-0.35675, 0.91332, 0.52714], [-0.37270, 1.68181, -1.01187]],
  "atomic_forces_ev_per_a": [[-0.0626, -2.0048, -1.0100], [0.3109, 0.8383, 0.7243], [0.1663, 0.8265, 0.6176], [-0.4010, 0.2432, 0.1260], [0.2748, 0.2699, -0.2087], [0.0196, 0.0378, 0.0685], [-0.1283, -0.0184, -0.2460], [-0.1839, -0.4625, -0.1165], [-1.3256, 1.0802, -0.8327], [0.3917, -0.1246, -0.6191], [0.0832, 0.0079, 0.2988], [0.3351, -0.2663, -0.0885], [0.4407, -0.4934, 0.4952], [0.1256, 0.2318, 0.2655], [-0.1719, -0.2188, 0.3810], [0.1255, 0.0531, 0.1444]]
}

---

No. 7
{
  "formula": "C4H12",
  "method": "the ωB97M-V functional and the def2-TZVPD basis",
  "gap_ev": [2.79, 12.32],
  "charge": -1,
  "total_energy_ha": -159.505438,
  "s2": 0.750,
  "lumo_ev": [4.35, 4.53],
  "spin_multiplicity": 2,
  "de_lowest_kj_mol": 64.9,
  "largest_force_ev_per_a": 2.25,
  "e_homo_ev": [1.5580, -7.7969],
  "elements": ["C", "C", "H", "H", "H", "H", "H", "H", "C", "C", "H", "H", "H", "H", "H", "H"],
  "coordinates": [[-0.39098, -2.42669, -0.60894], [-1.43695, -1.31651, -0.91517], [0.57126, -1.96473, -0.82224], [-0.45192, -2.73986, 0.46693], [-0.68368, -3.35758, -1.05193], [-2.37183, -1.50953, -0.41529], [-1.65147, -1.19826, -1.99062], [-0.98373, -0.41481, -0.53883], [0.63958, 2.36751, 0.19861], [1.18456, 1.39221, 1.28962], [1.30760, 2.16873, -0.66188], [-0.31510, 1.94482, -0.14348], [0.74891, 3.41880, 0.48055], [0.41535, 0.66213, 1.60108], [1.36233, 1.86651, 2.25086], [2.15893, 0.94463, 1.02806]],
  "atomic_forces_ev_per_a": [[-1.3360, 0.6434, 1.2981], [0.6428, -0.7868, -0.1394], [0.3157, -0.8524, -0.1936], [0.3188, 0.8373, -0.5273], [0.4890, -0.4909, -1.0592], [-0.4276, 0.0515, 0.2468], [0.2633, -0.0546, 0.3134], [-0.2709, 0.6137, 0.0163], [1.3502, -1.7822, -0.2609], [-0.3524, 0.3372, 0.6707], [-0.2795, 0.4641, 0.0656], [-0.1711, 1.0487, 0.2549], [-0.6558, -0.1852, -0.1346], [0.5419, -0.2118, -0.6500], [0.2071, 0.5574, 0.1417], [-0.6355, -0.1895, -0.0426]]
}

---

No. 8
{
  "formula": "C4H12",
  "method": "the ωB97M-V functional and the def2-TZVPD basis",
  "gap_ev": 12.72,
  "charge": 0,
  "total_energy_ha": -159.573777,
  "smiles": "CC.CC",
  "lumo_ev": 1.11,
  "spin_multiplicity": 1,
  "de_lowest_kj_mol": 29.4,
  "largest_force_ev_per_a": 1.23,
  "e_homo_ev": -11.6122,
  "elements": ["C", "C", "H", "H", "H", "H", "H", "H", "C", "C", "H", "H", "H", "H", "H", "H"],
  "coordinates": [[-2.24706, 0.13642, 0.03388], [-2.10906, 1.59135, 0.47571], [-2.44795, 0.07466, -1.03512], [-1.38168, -0.46807, 0.26839], [-3.17755, -0.29089, 0.42176], [-2.36557, 1.76735, 1.51724], [-2.64476, 2.25366, -0.21145], [-1.07810, 1.92771, 0.32376], [1.78901, -1.14846, -0.84243], [2.55886, -0.59357, 0.36115], [1.55992, -0.33487, -1.53324], [2.46316, -1.82466, -1.37286], [0.91855, -1.75730, -0.60805], [2.97422, -1.41715, 0.93640], [3.41945, 0.00033, 0.01525], [1.98965, 0.18169, 0.85833]],
  "atomic_forces_ev_per_a": [[-1.0979, 0.2542, -0.2810], [0.7916, 0.2324, -0.8080], [0.5044, 0.1009, -0.2255], [0.0119, -0.2270, 0.1978], [0.3495, -0.1948, 0.4393], [-0.1645, 0.0400, -0.0579], [-0.4498, -0.0757, 0.4649], [0.0733, -0.1345, 0.2689], [0.9484, -0.0220, -0.2461], [0.3599, 0.4365, -1.0930], [-0.3682, -0.1788, 0.0238], [-0.0351, 0.0050, -0.1783], [-0.2084, 0.3357, 0.2106], [-0.3391, 0.2908, 0.6395], [-0.0201, -0.4187, -0.2038], [-0.3560, -0.4441, 0.8487]]
}

---

What is the formula in the fifth record? C4H12